Computed, not measured: 8 unconnected molecules or ions with the total composition H16O8, with ωB97M-V/def2-TZVPD.

```
! wB97M-V def2-TZVPD RIJCOSX def2/J DEFGRID3
* xyz 0 1
O -0.52738 -1.76763 -0.27157
O 0.21924 0.66780 -0.69904
O 4.70226 0.83231 -0.88247
O -2.08521 0.07029 1.65830
O 3.53458 -1.65623 1.15757
O -2.42797 1.86189 -0.64648
O -2.34974 -3.70218 -0.71744
O -0.75657 3.88199 0.22174
H -2.84449 1.96383 -1.50967
H 1.14030 0.77772 -0.43723
H -1.33441 -1.28625 -0.48596
H 3.78677 0.62581 -1.10210
H -0.17046 0.16019 0.02170
H -0.75564 3.99385 1.17907
H -2.10842 -2.77534 -0.60919
H 2.95140 -1.76904 0.39852
H 2.94454 -1.71509 1.91743
H -3.11167 1.45450 -0.10282
H 5.05042 0.00639 -0.52804
H -3.18072 -3.67277 -1.20488
H -2.30944 -0.77229 1.24748
H -1.17991 -0.05220 1.96559
H -1.07748 2.98259 0.09104
H -0.27454 -1.42774 0.59418
*
```

Properties
DFT total energy: -611.447442 hartree
E_LUMO: -0.6815 eV
E_HOMO: -10.6 eV